# 1
17
Properties=species:S:1:pos:R:3:forces:R:3:lowdin_charge:R:1 method="wB97M-V/def2-TZVPD" max_force_ev_per_a=7.362 lumo_energy_ev=0.9 gap_ev=8.3 relative_energy_kj_mol=385.3
C 1.9872 -1.2675 -0.4903 -0.2 0.4 -0.5 -0.130
N 0.9789 -0.8260 0.4723 -1.1 0.6 -0.1 -0.094
C -0.4854 -0.5491 0.0105 7.3 -0.2 1.2 -0.356
O -1.0019 -1.7808 0.1207 1.6 -1.2 0.4 -0.006
C -0.8580 0.7009 -0.2715 -3.4 -3.2 2.1 -0.294
C -0.3070 1.9976 0.2388 0.0 0.1 -1.0 -0.051
N -2.3146 0.5103 -0.2904 -1.0 2.3 -1.2 0.032
H 2.9139 -1.5437 0.0258 -0.2 0.1 0.0 0.079
H 2.2007 -0.4756 -1.2189 0.2 -0.2 -0.1 0.076
H 1.6312 -2.1434 -1.0427 0.0 0.1 0.1 0.079
H 1.3471 -0.0438 1.0088 -0.2 -0.2 -0.1 0.093
H -0.0507 -2.2328 0.5048 -3.5 1.4 -0.9 0.200
H -0.7401 2.2915 1.2025 -0.1 -0.3 -0.1 0.083
H -0.5604 2.7846 -0.4820 0.2 0.0 0.2 0.077
H 0.7790 1.9607 0.3538 -0.2 0.0 -0.1 0.068
H -2.6972 -0.3885 -0.5784 0.4 0.6 0.4 0.073
H -2.8228 1.0056 0.4361 0.1 -0.4 -0.2 0.071

=====

# 2
18
Properties=species:S:1:pos:R:3:forces:R:3:lowdin_charge:R:1 method="wB97M-V/def2-TZVPD" max_force_ev_per_a=1.996 lumo_energy_ev=0.7 gap_ev=9.8 relative_energy_kj_mol=364.2
C -0.6326 -1.2636 0.5884 0.2 0.1 -0.1 0.049
C -1.3403 -0.3949 -0.1156 0.2 1.0 1.0 -0.398
C -2.5434 -0.7168 -0.9419 0.2 0.2 -0.2 -0.032
O -1.1658 1.0069 -0.0424 -0.5 0.5 -0.5 -0.139
N -0.2333 1.5044 0.9088 0.8 -1.4 1.1 0.016
H -0.8496 -2.3129 0.5169 -0.1 -0.2 -0.1 0.061
H 0.2067 -0.9703 1.1927 0.1 0.1 0.1 0.043
H -2.4104 -0.3595 -1.9613 0.0 0.1 -0.1 0.084
H -2.7036 -1.7902 -0.9710 0.1 -0.1 0.0 0.082
H -3.4365 -0.2453 -0.5361 0.0 0.1 0.1 0.086
H 0.0185 2.4876 0.8258 -0.9 -0.2 -1.0 0.101
H -0.6266 1.3924 1.8453 -0.1 -0.1 -0.3 0.101
N 2.1800 0.4626 -0.7129 -0.3 0.0 -0.2 0.119
C 3.0676 0.0862 0.2252 -0.5 1.2 0.7 -0.460
O 4.1580 -0.3751 -0.0044 0.1 -0.5 0.4 0.002
H 1.3387 0.9393 -0.4069 0.1 -0.5 -0.2 0.043
H 2.3224 0.1571 -1.6628 -0.1 0.2 0.0 0.109
H 2.6502 0.3920 1.2520 0.8 -0.6 -0.8 0.135

=====

# 3
18
Properties=species:S:1:pos:R:3:forces:R:3:lowdin_charge:R:1 method="wB97M-V/def2-TZVPD" max_force_ev_per_a=0.903 lumo_energy_ev=0.7 gap_ev=10.6 relative_energy_kj_mol=298.0
C 0.8727 -1.5065 -0.0161 -0.1 0.0 -0.1 -0.001
C 0.2195 -0.1316 0.2080 0.2 0.0 -0.2 -0.562
C 1.1622 0.7967 0.9820 -0.6 -0.2 0.1 -0.018
N -0.0721 0.5451 -1.0438 0.0 0.6 0.7 0.091
C -0.7085 0.0448 -2.1237 -0.1 -0.5 0.2 -0.362
O -0.9567 0.6922 -3.1092 -0.1 0.2 -0.4 0.033
O -0.9578 -0.5488 0.9286 -0.1 -0.5 0.2 -0.189
N -1.9795 0.3003 1.3791 0.3 0.8 0.0 0.044
H 1.1795 -1.6287 -1.0503 0.1 0.0 0.0 0.082
H 1.7387 -1.6252 0.6268 0.1 -0.1 0.1 0.080
H 0.1449 -2.2784 0.2347 0.1 0.0 -0.1 0.091
H 1.3517 0.3896 1.9719 0.0 -0.1 0.0 0.092
H 2.1007 0.8677 0.4400 0.1 0.0 0.0 0.092
H 0.7422 1.7964 1.0897 0.0 0.1 0.0 0.079
H 0.1610 1.5283 -1.1026 -0.1 -0.1 0.0 0.144
H -0.9845 -1.0155 -2.0054 0.0 0.0 -0.1 0.144
H -1.5942 1.0115 2.0077 0.0 -0.2 -0.3 0.080
H -2.4200 0.7619 0.5828 0.3 0.0 0.0 0.079

=====

# 4
18
Properties=species:S:1:pos:R:3:forces:R:3:lowdin_charge:R:1 method="wB97M-V/def2-TZVPD" max_force_ev_per_a=8.483 lumo_energy_ev=-0.3 gap_ev=9.3 relative_energy_kj_mol=495.4
C 0.0803 0.7170 2.3472 0.8 1.2 -5.8 -0.694
C -0.0142 1.0898 3.7304 -5.0 -1.5 2.7 -0.054
C 0.0736 -0.5789 -2.3633 -2.4 2.8 -1.7 -0.599
C 0.3197 -0.9039 -3.8401 -1.0 -0.3 0.2 -0.015
H 0.9954 -1.0336 1.2151 -1.3 3.0 1.9 0.127
H 0.1155 -1.5142 2.9949 2.5 3.5 -2.5 0.278
H 0.3459 2.0319 3.9537 1.0 1.9 0.2 0.053
H 0.3854 0.2935 4.3730 0.0 0.6 -0.2 0.066
H -1.2178 1.1814 4.0409 3.0 -0.3 -0.9 0.161
H -1.0944 0.6135 -0.9232 0.9 -0.2 -3.8 0.156
H -1.2299 0.9833 -2.7796 -0.6 0.9 -0.2 0.047
H 0.0526 -0.0497 -4.4204 -0.5 0.4 -0.8 0.048
H -0.3951 -1.7580 -3.9705 0.5 0.8 -0.4 0.101
H 1.3006 -1.2486 -4.2093 -0.2 0.2 1.0 0.087
N 0.8203 -0.3838 2.1083 -0.7 -8.2 1.9 0.082
N -0.8545 0.4792 -2.0198 1.8 -2.2 2.5 0.112
O -0.1605 1.3905 1.3117 -0.5 -0.1 2.4 -0.009
O 0.4770 -1.3096 -1.5489 1.8 -2.3 3.4 0.053

=====

# 5
18
Properties=species:S:1:pos:R:3:forces:R:3:lowdin_charge:R:1 method="wB97M-V/def2-TZVPD" max_force_ev_per_a=5.908 lumo_energy_ev=0.7 gap_ev=10.2 relative_energy_kj_mol=275.7
N -1.0831 -1.1641 -1.5337 -0.6 1.5 4.6 0.027
C -1.5503 -0.3610 -0.3379 -2.0 -5.4 1.2 -0.201
C -0.6541 -0.8987 0.8185 0.5 -2.1 -0.3 -0.213
C 0.6046 -0.1032 1.0522 -0.4 1.3 0.7 -0.224
N 1.3744 0.1899 -0.1884 -1.4 -1.0 -1.4 0.074
C 1.4070 1.5313 -0.4844 1.4 1.7 -1.2 -0.592
O 1.3101 2.1315 -1.5478 -0.3 -1.8 1.2 0.075
O 1.7112 2.3087 0.6140 -0.7 0.7 -0.6 0.067
H -0.6431 -0.6188 -2.1537 1.3 1.9 -3.4 0.007
H -1.6833 -1.8713 -1.7871 -1.4 -1.3 -1.1 0.040
H -2.7189 -0.6382 -0.0982 2.8 0.3 -0.5 0.151
H -1.6300 0.6643 -0.3094 0.6 2.5 -1.0 0.069
H -1.1733 -1.0450 1.7538 -0.3 0.4 0.4 0.095
H -0.3370 -1.9538 0.5376 -0.6 1.2 0.1 0.120
H 1.2951 -0.3913 1.8162 0.4 -1.7 0.3 0.100
H 0.2615 0.7842 1.6289 0.2 0.4 -1.4 0.125
H 1.1828 -0.5060 -1.0197 0.3 2.1 2.3 0.180
H 2.3261 1.9412 1.2389 0.2 -0.8 0.2 0.100

=====

# 6
18
Properties=species:S:1:pos:R:3:forces:R:3:lowdin_charge:R:1 method="wB97M-V/def2-TZVPD" max_force_ev_per_a=0.854 lumo_energy_ev="-0.2 / -0.2" gap_ev="7.5 / 7.4" relative_energy_kj_mol=586.3
C 0.1670 1.9101 0.1831 0.0 -0.1 -0.2 -0.049
C 1.9640 -0.3717 0.3518 0.0 0.0 -0.1 -0.009
N -1.6984 0.4711 0.1397 -0.2 -0.2 0.6 0.041
C -0.3936 0.5227 0.3627 -0.3 0.0 -0.4 -0.353
C 0.4802 -0.5895 0.3606 -0.2 -0.6 0.4 -0.249
N 0.0587 -1.8535 0.4567 0.2 0.8 -0.2 0.196
O -1.1951 0.0956 -1.8783 0.6 -0.3 -0.1 -0.310
O -2.3018 -0.7388 0.4720 0.4 0.4 -0.3 -0.050
H -3.1965 -0.6156 0.1300 0.1 0.0 0.0 0.118
H -1.5984 -0.0807 -2.7412 -0.3 0.2 0.2 -0.068
H -0.9367 -2.0170 0.3548 0.1 -0.1 0.0 0.099
H 0.7307 -2.6022 0.4046 -0.2 0.1 -0.1 0.120
H -0.6384 2.6348 0.2882 0.0 -0.1 0.0 0.082
H 0.9529 2.1435 0.9047 -0.1 0.0 0.0 0.072
H 0.5677 2.0109 -0.8280 0.0 0.0 0.0 0.082
H 2.2452 0.2208 -0.5202 -0.1 0.0 0.0 0.100
H 2.5091 -1.3160 0.3177 -0.1 0.0 0.0 0.082
H 2.2835 0.1754 1.2411 -0.1 0.0 0.0 0.096

=====

# 7
18
Properties=species:S:1:pos:R:3:forces:R:3:lowdin_charge:R:1 method="wB97M-V/def2-TZVPD" max_force_ev_per_a=2.032 lumo_energy_ev="0.2 / 0.2" gap_ev="9.1 / 9.1" relative_energy_kj_mol=423.0
C -0.5569 -1.3427 1.1171 0.2 0.2 0.0 -0.029
C 0.4446 -0.1741 1.0174 -1.0 0.5 -0.6 -0.394
N 1.7286 -0.7232 1.3944 2.0 -0.4 0.1 -0.001
O 2.6850 -0.5154 0.6778 -1.4 0.0 0.6 0.012
N 0.4316 0.5851 -0.2086 0.1 0.1 0.2 -0.167
C 0.6597 -0.1710 -1.4255 0.0 -0.1 0.1 -0.077
C -0.5940 1.5817 -0.3074 0.5 0.2 0.1 -0.272
O -1.9093 1.0896 -0.4506 -0.5 -0.2 -0.1 -0.045
H -1.5607 -0.9609 0.9515 0.0 0.0 0.0 0.073
H -0.3277 -2.1030 0.3753 0.0 -0.1 -0.1 0.075
H -0.4923 -1.7870 2.1050 0.0 -0.1 0.1 0.076
H 0.2168 0.5177 1.8413 0.1 -0.1 0.0 0.157
H 0.8035 0.5339 -2.2438 0.0 0.0 -0.1 0.092
H 1.5729 -0.7530 -1.3162 -0.1 0.0 -0.1 0.077
H -0.1642 -0.8519 -1.6819 0.0 0.0 0.0 0.083
H -0.6068 2.1720 0.6128 0.0 0.0 -0.1 0.129
H -0.3387 2.2413 -1.1488 0.0 -0.1 0.1 0.128
H -1.9921 0.6608 -1.3098 0.0 0.1 0.0 0.083

=====

# 8
18
Properties=species:S:1:pos:R:3:forces:R:3:lowdin_charge:R:1 method="wB97M-V/def2-TZVPD" max_force_ev_per_a=7.378 lumo_energy_ev=0.6 gap_ev=10.2 relative_energy_kj_mol=180.5
C -0.3869 0.2198 1.8970 3.2 1.6 2.6 -0.057
C -1.3345 -0.8757 1.7448 -2.5 -2.7 -0.7 -0.536
N -1.8703 -0.9772 0.3998 2.8 1.8 2.7 0.146
O -1.6147 -1.6798 2.6565 0.5 1.8 -2.3 0.011
H -0.7149 1.1940 1.5266 -0.2 -0.3 -0.1 0.074
H 0.5716 -0.0031 1.3517 -0.9 0.1 0.4 0.086
H -0.0435 0.3758 3.0495 -1.1 -0.6 -2.8 0.140
H -2.6479 -1.5037 0.2060 -1.9 -1.6 -0.1 0.052
H -1.6970 -0.2207 -0.2512 0.2 -0.2 0.3 0.056
C 1.9336 1.9907 -1.0600 1.2 -1.5 -2.1 -0.002
C 1.1326 0.6868 -1.4999 1.9 -0.2 -3.2 -0.436
N 1.7894 -0.3356 -2.4259 -5.9 3.3 3.0 0.144
O -0.0508 0.6360 -1.3795 -0.8 -0.3 0.5 0.034
H 2.9823 1.7014 -0.8992 -0.2 0.3 -0.2 0.069
H 1.5925 2.4630 -0.1882 -0.9 0.0 1.4 0.040
H 1.8932 2.8210 -1.8357 0.0 -1.5 0.5 0.103
H 1.1903 -0.9470 -2.9518 -0.4 0.1 0.4 0.081
H 2.6946 -0.4703 -2.5330 5.0 -0.3 -0.3 -0.004

=====

# 9
18
Properties=species:S:1:pos:R:3:forces:R:3:lowdin_charge:R:1 method="wB97M-V/def2-TZVPD" max_force_ev_per_a=4.229 lumo_energy_ev=0.7 gap_ev=9.9 relative_energy_kj_mol=263.2
N 1.0237 1.9193 -1.0371 -2.0 -1.9 1.3 -0.005
C -0.1272 1.2798 -1.6612 1.3 -1.4 -1.8 -0.214
C 0.2308 -0.3228 -1.7757 -1.6 2.3 1.2 -0.168
N 0.6952 -0.9000 -0.4807 -3.6 1.0 -1.8 -0.073
C -0.3338 -1.5698 0.3460 0.4 -0.1 0.0 -0.088
C -0.5890 -0.5741 1.4564 -0.1 0.4 1.7 -0.596
O -1.3677 -0.7315 2.3613 -0.8 -1.1 -0.1 0.072
O 0.1341 0.5244 1.5067 2.2 1.8 -3.2 0.039
H 1.8580 1.6844 -1.4448 2.4 -0.7 -1.3 0.047
H 0.9367 2.8762 -1.0082 -0.2 2.5 0.2 0.052
H -0.3021 1.6567 -2.7643 -0.1 -0.7 2.1 0.132
H -0.9430 1.4847 -0.9761 -0.6 -0.2 -0.4 0.098
H -0.6028 -0.7723 -2.3250 -0.4 -0.5 0.8 0.104
H 0.9778 -0.4221 -2.5064 1.6 0.2 -0.7 0.081
H 1.4922 -1.3614 -0.6996 2.7 -2.2 -0.1 0.067
H -1.3148 -1.6697 -0.1837 0.9 -0.2 0.2 0.133
H -0.0534 -2.5979 0.8127 -0.3 1.9 -1.0 0.162
H 0.7034 0.7640 0.5834 -1.8 -1.1 2.8 0.157

=====

# 10
18
Properties=species:S:1:pos:R:3:forces:R:3:lowdin_charge:R:1 method="wB97M-V/def2-TZVPD" max_force_ev_per_a=1.095 lumo_energy_ev=0.4 gap_ev=9.5 relative_energy_kj_mol=744.5
C 1.6819 -0.0284 1.6842 0.1 0.0 -0.1 -0.112
C 0.9809 -0.1188 -1.3893 0.2 -0.1 0.0 -0.102
C 0.9456 1.0043 0.8866 -0.1 -0.1 -0.1 -0.203
C 0.6444 0.9622 -0.4095 0.0 0.0 0.1 -0.198
H 0.5760 1.8470 1.4633 0.0 0.1 -0.1 0.094
H 0.0412 1.7684 -0.8140 0.0 0.0 0.0 0.094
H 1.0530 -0.4051 2.4954 0.0 0.0 0.0 0.067
H 1.9998 -0.8777 1.0815 0.0 0.0 0.0 0.058
H 1.3132 0.3050 -2.3408 -0.1 0.0 0.1 0.074
H 1.7687 -0.7929 -1.0501 0.0 0.1 0.1 0.062
H 2.5714 0.4064 2.1475 0.0 0.0 0.0 0.071
H 0.0932 -0.7198 -1.6007 -0.1 0.0 -0.1 0.053
O -2.4030 -0.4594 -0.7586 0.1 0.1 0.3 -0.292
O -2.7144 0.7010 -1.4605 0.0 0.0 0.3 -0.068
N -1.7452 -0.6300 0.8960 -0.5 0.2 -1.0 0.121
N -1.4595 -1.7418 0.7437 0.1 -0.3 -0.3 0.068
H -3.6634 0.8221 -1.2964 0.1 -0.1 0.0 0.090
H -1.6838 -2.0423 -0.2784 0.1 0.0 0.6 0.123